#one
Entry from the Open Molecules 2025 dataset: a structure of composition C29H30N5PPtS3 (ωB97M-V with the def2-TZVPD basis set).

Geometry (Å):
Pt 0.055 0.269 -0.694
C 3.759 -3.991 0.686
S 3.971 -2.205 0.887
C 2.721 -1.541 -0.101
S 2.584 0.208 0.084
N 1.994 -2.262 -0.875
N 0.936 -1.608 -1.439
C 0.542 -1.983 -2.585
C -0.640 -1.322 -3.152
C -1.205 -1.726 -4.342
C -2.334 -1.061 -4.803
C -2.864 -0.027 -4.052
C -2.239 0.328 -2.868
N -1.145 -0.298 -2.437
H 4.631 -4.390 0.177
H 2.861 -4.183 0.105
H 3.671 -4.427 1.677
H 1.063 -2.764 -3.131
H -0.769 -2.549 -4.897
H -2.792 -1.352 -5.741
H -3.749 0.506 -4.375
H -2.611 1.134 -2.249
C 0.519 -3.420 3.476
C 1.067 -2.154 3.318
C 0.367 -1.170 2.635
C -0.892 -1.454 2.105
C -1.434 -2.732 2.253
C -0.732 -3.708 2.946
P -1.833 -0.265 1.116
C -3.561 -0.438 1.627
C -4.583 -0.483 0.683
C -5.906 -0.559 1.099
C -6.203 -0.587 2.453
C -5.182 -0.544 3.399
C -3.858 -0.477 2.993
C -1.266 1.393 1.505
C -1.844 2.351 2.328
C -1.179 3.561 2.489
C 0.027 3.823 1.818
C 0.575 2.889 0.959
C -0.120 1.693 0.744
H 1.061 -4.180 4.027
H 2.040 -1.926 3.738
H 0.791 -0.178 2.540
H -2.413 -2.961 1.844
H -1.166 -4.692 3.075
H -4.348 -0.471 -0.377
H -6.703 -0.603 0.367
H -7.235 -0.650 2.778
H -5.419 -0.571 4.456
H -3.063 -0.470 3.731
H -2.768 2.150 2.857
H -1.581 4.304 3.168
H 0.528 4.772 1.970
H 1.499 3.104 0.434
C 5.411 1.083 -2.102
N 4.597 2.306 -2.117
C 3.285 2.390 -2.276
S 2.272 0.993 -2.520
N 2.724 3.596 -2.259
C 3.465 4.850 -2.130
H 6.331 1.273 -2.649
H 4.871 0.278 -2.584
H 5.653 0.796 -1.080
H 5.101 3.170 -1.986
H 1.735 3.623 -2.433
H 4.178 4.974 -2.946
H 3.992 4.894 -1.176
H 2.760 5.673 -2.169

## Properties
**Orbital gap (alpha / beta)**: 6.50 / 5.63 eV
**2S+1**: 5
**<S²>**: 6.029
**Charge**: +2
**HOMO level (alpha / beta)**: -12.5 / -13.6 eV

These are the natural (NBO) partial charges, in e, on atoms 1 to 6:
1 Pt 0.881
2 C -0.749
3 S 0.384
4 C -0.094
5 S 0.106
6 N -0.357

***

#two
Entry from the Open Molecules 2025 dataset: a structure of composition C29H30N5PPtS3 (ωB97M-V with the def2-TZVPD basis set).

Geometry (Å):
Pt -0.368 -0.040 -0.729
C -2.171 2.274 4.370
S -2.340 0.594 3.723
C -1.848 0.752 2.076
S -1.779 -0.812 1.275
N -1.616 1.882 1.506
N -1.205 1.785 0.202
C -1.378 2.812 -0.541
C -0.930 2.722 -1.929
C -1.020 3.785 -2.812
C -0.550 3.616 -4.109
C -0.010 2.394 -4.473
C 0.042 1.376 -3.532
N -0.406 1.535 -2.291
H -3.154 2.718 4.498
H -1.579 2.870 3.683
H -1.667 2.200 5.330
H -1.836 3.714 -0.148
H -1.447 4.723 -2.487
H -0.605 4.427 -4.821
H 0.365 2.218 -5.470
H 0.450 0.402 -3.775
C 1.881 0.503 4.530
C 1.472 -0.694 3.955
C 1.561 -0.872 2.584
C 2.067 0.152 1.785
C 2.478 1.353 2.364
C 2.385 1.524 3.736
P 2.080 0.020 -0.005
C 3.629 0.671 -0.626
C 3.631 1.427 -1.796
C 4.827 1.894 -2.314
C 6.020 1.607 -1.665
C 6.022 0.860 -0.494
C 4.830 0.394 0.032
C 1.834 -1.711 -0.446
C 2.732 -2.742 -0.687
C 2.214 -4.003 -0.938
C 0.832 -4.229 -0.946
C -0.061 -3.192 -0.737
C 0.446 -1.902 -0.572
H 1.819 0.634 5.602
H 1.096 -1.496 4.576
H 1.248 -1.810 2.143
H 2.880 2.151 1.751
H 2.713 2.451 4.186
H 2.697 1.655 -2.298
H 4.832 2.485 -3.220
H 6.954 1.973 -2.069
H 6.954 0.646 0.011
H 4.830 -0.174 0.955
H 3.801 -2.577 -0.648
H 2.885 -4.835 -1.103
H 0.469 -5.232 -1.126
H -1.130 -3.372 -0.753
C -5.304 -1.126 1.515
N -5.062 -1.972 0.352
C -4.299 -1.680 -0.689
S -3.451 -0.177 -0.818
N -4.188 -2.550 -1.688
C -4.942 -3.789 -1.791
H -6.346 -1.233 1.808
H -5.109 -0.091 1.254
H -4.659 -1.421 2.342
H -5.514 -2.875 0.358
H -3.614 -2.255 -2.461
H -6.017 -3.594 -1.796
H -4.693 -4.468 -0.973
H -4.680 -4.277 -2.725

## Properties
**Orbital gap (alpha / beta)**: 6.08 / 5.95 eV
**2S+1**: 5
**<S²>**: 6.027
**Charge**: +2
**HOMO level (alpha / beta)**: -12.1 / -13.7 eV

These are the natural (NBO) partial charges, in e, on atoms 1 to 6:
1 Pt 0.889
2 C -0.749
3 S 0.384
4 C -0.098
5 S 0.110
6 N -0.357

***

Least stable structure: #one

***

#one
Entry from the Open Molecules 2025 dataset: a structure of composition H13O6 (ωB97M-V with the def2-TZVPD basis set).

Geometry (Å):
O -3.121 3.880 -1.174
H -3.840 4.608 -1.052
H -2.799 4.034 -2.027
O -1.848 2.221 0.984
H -2.778 2.277 1.450
H -1.968 2.709 0.183
O -0.177 0.407 1.647
H -0.916 1.194 1.471
H -0.488 0.178 2.535
O 1.012 -3.116 -0.831
H 1.934 -3.266 -0.918
H 0.712 -4.039 -0.571
O 3.732 -3.046 -0.192
H 3.900 -2.101 -0.456
H 4.603 -3.348 0.105
O 0.445 -0.551 -0.414
H 0.097 -1.408 -0.624
H 1.345 -0.504 -0.833
H 0.158 -0.130 0.716

## Properties
**Orbital gap**: 11.90 eV
**Charge**: +1
**HOMO level**: -14.8 eV

These are the natural (NBO) partial charges, in e, on atoms 1 to 6:
1 O -0.973
2 H 0.498
3 H 0.481
4 O -0.958
5 H 0.517
6 H 0.536

***

#two
Entry from the Open Molecules 2025 dataset: a cluster of 6 separate species, H13O6 in total (ωB97M-V with the def2-TZVPD basis set).

Geometry (Å):
O -30.935 20.815 54.541
H -31.046 21.708 54.119
H -31.921 20.601 54.479
H -30.455 21.069 55.469
O -31.365 22.702 52.277
H -30.771 22.303 51.479
H -31.094 23.591 52.030
O -31.209 23.435 55.413
H -32.116 23.867 55.111
H -30.623 24.207 55.521
O -29.671 21.284 56.920
H -29.242 20.575 57.384
H -30.077 21.856 57.377
O -32.222 17.983 56.529
H -31.647 17.325 56.795
H -32.146 18.047 55.479
O -33.383 19.718 54.270
H -33.725 19.457 53.354
H -34.026 19.817 55.032

## Properties
**Orbital gap**: 11.34 eV
**Charge**: +1
**HOMO level**: -14.5 eV

These are the natural (NBO) partial charges, in e, on atoms 1 to 6:
1 O -0.850
2 H 0.565
3 H 0.561
4 H 0.574
5 O -0.962
6 H 0.489

***

Least stable structure: #two